ORCA calculation (ωB97M-V/def2-TZVPD) on a 7-piece molecular cluster, C12H38O15S4 overall at a distorted geometry.

The total energy is -3201.22829 hartree. For the LUMO energy, the calculation gives -0.01029 Ha. The SMILES is CCOS(C)(=O)=O.CCOS(C)(=O)=O.CCOS(C)(=O)=O.CCOS(C)(=O)=O.O.O.O. The value obtained for the orbital gap is 10.43 eV. The calculation puts the HOMO energy at -10.712 eV.

Structure (ORCA input):
```
! wB97M-V def2-TZVPD RIJCOSX def2/J DEFGRID3
* xyz 0 1
C -1.234 0.979 -3.317
C -0.893 2.364 -3.883
O -0.964 3.232 -2.762
S -2.406 4.081 -2.503
C -1.824 5.454 -3.622
O -3.559 3.419 -3.095
O -2.454 4.490 -1.084
H -1.437 0.252 -4.103
H -2.114 0.790 -2.702
H -0.472 0.621 -2.625
H 0.051 2.275 -4.421
H -1.557 2.669 -4.692
H -1.146 6.072 -3.034
H -2.670 6.133 -3.730
H -1.600 4.948 -4.562
C 3.046 -0.919 5.331
C 2.139 -0.072 4.331
O 3.010 0.720 3.484
S 2.929 0.477 1.831
C 1.111 1.106 1.633
O 3.832 1.439 1.250
O 2.987 -0.965 1.596
H 3.479 -1.779 4.818
H 2.391 -1.309 6.109
H 3.883 -0.359 5.748
H 1.446 -0.634 3.705
H 1.566 0.673 4.882
H 0.834 1.082 0.579
H 1.124 2.163 1.900
H 0.430 0.561 2.287
C 4.470 0.166 -1.989
C 4.781 -1.213 -1.548
O 3.869 -2.016 -2.365
S 3.779 -3.664 -2.237
C 2.417 -3.676 -1.037
O 3.305 -4.149 -3.545
O 5.020 -4.144 -1.642
H 3.447 0.486 -1.791
H 4.697 0.273 -3.049
H 5.119 0.901 -1.511
H 5.852 -1.251 -1.749
H 4.509 -1.384 -0.506
H 2.158 -4.681 -0.704
H 1.593 -3.135 -1.503
H 2.762 -3.137 -0.154
C -4.951 -1.057 3.967
C -4.477 -0.966 2.489
O -4.394 0.429 2.220
S -3.032 1.069 1.485
C -3.743 1.087 -0.220
O -2.911 2.378 2.074
O -1.935 0.084 1.490
H -4.154 -0.821 4.673
H -5.324 -2.065 4.148
H -5.841 -0.451 4.134
H -3.574 -1.553 2.323
H -5.223 -1.422 1.839
H -4.544 1.819 -0.324
H -4.104 0.102 -0.515
H -2.933 1.384 -0.886
O 0.477 -3.056 1.892
H -0.290 -2.570 2.197
H 0.708 -2.641 1.061
O -1.601 -2.341 -2.216
H -1.902 -3.072 -1.676
H -2.323 -2.179 -2.824
O -0.158 -1.114 -0.426
H -0.825 -0.857 0.211
H -0.650 -1.524 -1.137
*
```